Entry 1:
ORCA calculation (wB97M-V/def2-TZVPD) on a molecular structure, C56H96N14OPbS4Si.

Geometry as ORCA input:
```
! wB97M-V def2-TZVPD RIJCOSX def2/J DEFGRID3
* xyz -2 1
Pb 0.1455 -0.7371 -0.9991
C -3.0399 6.0110 0.9805
N -2.3911 5.0964 1.8909
C -3.2927 4.4019 2.7836
C -1.3299 4.3124 1.3091
N -1.4555 3.2676 0.6060
C -2.7108 2.6996 0.1933
C -2.8274 1.2684 0.7335
N -2.6051 0.0918 -0.1393
C -2.9046 -1.0997 0.6734
C -2.1709 -1.2067 2.0119
N -0.8789 -1.8230 1.8653
C -0.4146 -2.5823 2.7428
N -1.0600 -2.9769 3.9767
C -1.2588 -1.9253 4.9564
C -2.1443 -3.9292 3.8759
N 0.8945 -3.1282 2.5701
C 0.8643 -4.5708 2.4112
C 1.7930 -2.7057 3.6336
C -3.4999 0.0302 -1.3323
C -3.0152 0.5752 -2.6984
N -3.3405 1.9371 -3.0256
C -3.9125 2.3066 -4.0967
N -3.7690 3.6192 -4.5005
C -4.6826 4.2946 -5.3862
C -2.7169 4.4358 -3.9389
N -4.7445 1.5468 -4.9581
C -4.1780 1.1707 -6.2409
C -5.5863 0.5311 -4.3605
N -0.0790 4.8571 1.5419
C 0.1868 5.7830 2.6210
C 1.0902 4.1498 1.0474
H -3.5302 6.8057 1.5549
H -3.8039 5.5336 0.3462
H -2.2906 6.4623 0.3291
H -4.1126 3.8733 2.2764
H -3.7456 5.1328 3.4639
H -2.7302 3.6826 3.3764
H -2.7269 2.7040 -0.8884
H -3.5890 3.2695 0.5332
H -3.8236 1.1494 1.2006
H -2.0770 1.2213 1.5168
H -2.6491 -1.9862 0.0888
H -3.9866 -1.1201 0.8931
H -2.8281 -1.7521 2.7007
H -1.9817 -0.2293 2.4588
H -0.5398 -1.1211 4.8000
H -1.1048 -2.3288 5.9643
H -2.2680 -1.4869 4.9191
H -2.0358 -4.5205 2.9667
H -3.1400 -3.4580 3.8567
H -2.1185 -4.6097 4.7362
H 0.5923 -5.0994 3.3408
H 0.1520 -4.8305 1.6257
H 1.8551 -4.9057 2.0969
H 1.7668 -1.6170 3.7174
H 2.8065 -3.0146 3.3661
H 1.5363 -3.1450 4.6110
H -4.4799 0.4687 -1.0809
H -3.6456 -1.0365 -1.5111
H -3.3323 -0.1289 -3.4741
H -1.9279 0.5400 -2.6714
H -4.1984 4.5558 -6.3357
H -5.0359 5.2236 -4.9221
H -5.5369 3.6580 -5.5960
H -2.2321 5.0027 -4.7401
H -3.1078 5.1431 -3.1966
H -1.9811 3.7989 -3.4511
H -3.5314 1.9670 -6.6085
H -4.9839 1.0078 -6.9643
H -3.5838 0.2527 -6.1771
H -5.1698 -0.4807 -4.4291
H -6.5554 0.5274 -4.8736
H -5.7522 0.7653 -3.3101
H 0.9728 5.3808 3.2686
H 0.5281 6.7500 2.2290
H -0.7071 5.9460 3.2131
H 1.8628 4.8764 0.7765
H 0.8064 3.5789 0.1714
H 1.4723 3.4458 1.7952
O -0.1409 1.9034 -7.7305
C -0.0093 1.4662 -6.6068
S 0.5182 2.4135 -5.2220
C 0.3853 1.1511 -3.9800
C 0.0001 -0.0679 -4.4274
S -0.2410 -1.5266 -3.4996
S -0.3233 -0.2093 -6.1595
S 0.7295 1.6327 -2.3532
C 2.7376 -3.1473 -0.0366
C 1.6956 -3.9458 -0.7731
C 2.0370 -5.1919 -1.2738
C 1.0436 -5.9371 -1.9151
C -0.2376 -5.4663 -1.9341
C -0.5696 -4.2116 -1.3226
N 0.4565 -3.4329 -0.8554
N -1.8156 -3.7767 -1.1761
Si -3.2262 -4.6306 -1.5109
C -4.7486 -3.7082 -0.8515
C -3.3681 -6.3315 -0.6393
C -3.6272 -4.9411 -3.3522
H 3.5434 -3.7979 0.3089
H 2.2696 -2.6523 0.8150
H 3.1657 -2.3916 -0.6832
H 3.0488 -5.5656 -1.1812
H 1.2894 -6.8908 -2.3722
H -1.0319 -6.0334 -2.4025
H -4.6819 -3.5489 0.2274
H -5.6521 -4.2934 -1.0463
H -4.8778 -2.7324 -1.3253
H -3.4099 -6.1839 0.4442
H -2.4935 -6.9550 -0.8407
H -4.2586 -6.8920 -0.9351
H -3.7349 -3.9820 -3.8667
H -4.5483 -5.5104 -3.5024
H -2.8145 -5.4758 -3.8507
C 4.3959 1.1279 -4.4978
C 4.1246 -0.3800 -4.4030
C 3.3101 -0.8589 -5.6124
C 5.4407 -1.1602 -4.2981
C 3.3269 -0.6113 -3.2013
N 2.6868 -0.7409 -2.2595
H 4.9038 1.3516 -5.4383
H 5.0260 1.4584 -3.6707
H 3.4609 1.6882 -4.4592
H 3.9302 -0.8229 -6.5105
H 2.4393 -0.2212 -5.7624
H 2.9506 -1.8772 -5.4605
H 6.0412 -0.9738 -5.1904
H 5.2510 -2.2316 -4.2227
H 6.0102 -0.8466 -3.4219
C -1.8578 1.1511 5.1747
C -0.3707 0.9178 5.0631
C 0.3625 0.6018 6.2230
C 1.7344 0.3989 6.1213
C 2.5352 0.1022 7.3677
C 2.3817 0.4830 4.8973
C 1.6843 0.7916 3.6813
C 0.2669 1.0130 3.8530
N 2.1429 0.8960 2.4471
C 3.5334 0.8560 2.0873
C 4.2904 -0.4540 2.4176
C 5.7215 -0.4128 1.8672
C 5.6955 -0.2558 0.3456
C 4.9811 1.0500 -0.0054
C 5.7229 2.2388 0.6090
C 5.7608 2.0738 2.1307
C 6.4796 0.7675 2.4829
C 4.3356 2.0328 2.6893
C 3.5608 0.9981 0.5507
H -2.0803 1.9947 5.8349
H -2.3557 0.2713 5.5933
H -2.2940 1.3578 4.1967
H -0.1376 0.5162 7.1839
H 1.8835 0.0628 8.2423
H 3.2884 0.8754 7.5403
H 3.0566 -0.8550 7.2844
H 3.4534 0.3196 4.8806
H -0.2679 1.2957 2.9517
H 3.7377 -1.2903 1.9781
H 4.3278 -0.6198 3.4970
H 6.2365 -1.3473 2.1255
H 5.1559 -1.0962 -0.1034
H 6.7199 -0.2587 -0.0498
H 4.9356 1.1644 -1.0956
H 5.2069 3.1687 0.3485
H 6.7447 2.3026 0.2127
H 6.3069 2.9160 2.5761
H 6.5253 0.6537 3.5718
H 7.5110 0.7902 2.1089
H 3.8083 2.9649 2.4626
H 4.3673 1.9346 3.7790
H 3.0242 0.1446 0.1407
H 3.0040 1.8923 0.2644
*
```

For the highest occupied orbital energy, the calculation gives -1.31 eV. The value obtained for the LUMO energy is 0.1423 Eh. The gap between HOMO and LUMO comes out at 5.176 eV.

---

Entry 2:
ORCA calculation (wB97M-V/def2-TZVPD) on a molecular structure, C4H5NO.

Geometry as ORCA input:
```
! wB97M-V def2-TZVPD RIJCOSX def2/J DEFGRID3
* xyz 0 1
C 0.9781 1.0890 -0.0580
C 0.1386 0.0270 0.5746
C -1.6604 -0.3873 0.0046
O -2.2972 0.5456 -0.3560
C 0.7219 -1.2530 0.2919
N 1.0928 -2.2842 -0.0784
H 2.0807 1.0089 0.1743
H 0.1716 0.3280 -1.8960
H 0.6680 2.1035 0.2307
H -0.0824 0.3159 1.5919
H -1.8116 -1.4934 -0.4795
*
```

The energy above the lowest of the compared OMol25 structures with the same formula, charge and spin is 658.0 kJ/mol. For the highest occupied orbital energy (alpha / beta), the calculation gives -9.85 / -9.32 eV. The value obtained for the LUMO energy (alpha / beta) is -0.0294 / -0.0274 Eh. The gap between HOMO and LUMO (alpha / beta) comes out at 9.054 / 8.572 eV.

---

Entry 3:
ORCA calculation (wB97M-V/def2-TZVPD) on a molecular structure, C41H57BCaIN13O4S4.

Geometry as ORCA input:
```
! wB97M-V def2-TZVPD RIJCOSX def2/J DEFGRID3
* xyz 0 1
Ca 3.1242 -2.0339 -0.2403
C -0.7011 3.4691 -3.9373
C -1.5139 2.5565 -3.0837
C -2.8739 2.5721 -3.0460
C -3.5517 1.6083 -2.2489
N -2.8998 0.6990 -1.5943
N -1.5754 0.6629 -1.6129
B -0.9549 -0.5400 -0.9194
N -1.8360 -1.8094 -1.0699
N -2.8729 -2.2830 -0.4420
C -3.2655 -3.4973 -0.7569
C -2.6209 -4.2321 -1.7768
C -1.5016 -3.7375 -2.4166
C -0.7395 -4.4778 -3.4468
C -1.0935 -2.4703 -1.9658
S 0.2322 -1.4046 -2.2271
C -4.4116 -4.0837 0.0389
C -3.8883 -5.3414 0.7466
C -5.5773 -4.4302 -0.8961
C -4.8825 -3.0781 1.0912
N -0.6584 -0.2908 0.5448
N -1.3494 0.7458 1.0129
C -1.3990 1.0074 2.2804
C -0.6230 0.2615 3.2091
C 0.0730 -0.8241 2.7655
C 0.8837 -1.6899 3.6664
C -0.0267 -1.1753 1.3770
S 0.4659 -2.6754 0.8356
C -2.4305 2.0301 2.7134
C -1.8523 3.0799 3.6612
C -3.5401 1.2518 3.4387
C -3.0152 2.7292 1.4853
C -0.8202 1.5772 -2.2938
S 0.8395 1.5228 -2.2599
C -5.0608 1.5751 -2.1560
C -5.4966 0.4565 -1.2089
C -5.6417 1.3150 -3.5511
C -5.5615 2.9229 -1.6242
H -1.3287 4.0994 -4.5608
H -0.0429 2.8723 -4.5673
H -0.0558 4.0897 -3.3182
H -3.4347 3.2883 -3.6268
H -2.9861 -5.2100 -2.0498
H -1.2268 -5.4151 -3.6989
H 0.2579 -4.6922 -3.0571
H -0.6081 -3.8718 -4.3404
H -3.5664 -6.0988 0.0370
H -4.6683 -5.7667 1.3731
H -3.0380 -5.0836 1.3743
H -5.2861 -5.1588 -1.6475
H -5.9311 -3.5355 -1.4032
H -6.4037 -4.8479 -0.3263
H -4.0560 -2.8034 1.7398
H -5.6749 -3.5133 1.6951
H -5.2536 -2.1737 0.6187
H -0.5823 0.5501 4.2478
H 0.7749 -1.3889 4.7068
H 1.9390 -1.6310 3.3877
H 0.5878 -2.7319 3.5427
H -1.4546 2.6293 4.5647
H -2.6337 3.7776 3.9519
H -1.0615 3.6347 3.1682
H -3.1507 0.7883 4.3421
H -3.9502 0.4724 2.8005
H -4.3459 1.9289 3.7129
H -2.2419 3.2899 0.9669
H -3.8080 3.4112 1.7860
H -3.4135 1.9929 0.7952
H -5.1396 -0.5018 -1.5742
H -6.5813 0.4322 -1.1328
H -5.0732 0.6133 -0.2215
H -5.2868 0.3615 -3.9350
H -5.3576 2.0937 -4.2546
H -6.7271 1.2835 -3.4991
H -5.1021 3.1399 -0.6637
H -6.6407 2.8956 -1.4930
H -5.3245 3.7319 -2.3101
N 3.7004 2.1260 -0.8026
N 4.1960 1.9126 -2.0913
C 4.1753 0.7473 -2.7515
N 4.6050 0.7493 -4.0249
N 3.7506 -0.3273 -2.1023
N 3.8338 -1.4999 -2.6538
O 3.0699 -2.3557 -2.2322
O 4.6698 -1.7571 -3.5085
H 3.6531 1.2269 -0.3210
H 2.7275 2.4414 -0.8614
H 4.3635 2.7704 -2.5993
H 4.6764 1.6021 -4.5486
H 4.7720 -0.1514 -4.4579
C 8.8705 3.2234 1.3269
C 7.7776 2.2101 1.4725
C 7.2901 1.8511 2.7229
C 6.2935 0.8962 2.8465
C 5.7854 0.2956 1.7133
C 6.2611 0.6374 0.4599
C 7.2487 1.5951 0.3406
S 4.5350 -0.9831 1.7761
O 4.4316 -1.5013 3.1159
O 4.9555 -1.9407 0.7625
N 3.1895 -0.3697 1.1962
C 2.5876 0.7105 1.7409
C 2.9038 1.2302 3.0103
C 2.3694 2.4392 3.3817
C 1.5041 3.1016 2.5157
C 1.1571 2.4558 1.3468
N 1.6722 1.3036 0.9621
H 9.2130 3.5667 2.2985
H 8.5191 4.0828 0.7588
H 9.7123 2.7927 0.7877
H 7.6998 2.3144 3.6097
H 5.9253 0.5928 3.8148
H 5.8762 0.1190 -0.4061
H 7.6253 1.8602 -0.6364
H 3.5394 0.6566 3.6641
H 2.6223 2.8761 4.3370
H 1.1161 4.0794 2.7516
H 0.4358 2.8823 0.6581
I 2.4718 -5.6392 -1.5056
C 3.3536 -4.3786 0.0071
H 2.9478 -4.7591 0.9444
H 4.4153 -4.6053 -0.0390
*
```

The energy above the lowest of the compared OMol25 structures with the same formula, charge and spin is 307.0 kJ/mol. For the highest occupied orbital energy, the calculation gives -6.00 eV. The value obtained for the LUMO energy is -0.0073 Eh. The gap between HOMO and LUMO comes out at 5.799 eV.

---

Entry 4:
ORCA calculation (wB97M-V/def2-TZVPD) on 2 unconnected molecules or ions with the total composition C6H17N3.

Geometry as ORCA input:
```
! wB97M-V def2-TZVPD RIJCOSX def2/J DEFGRID3
* xyz 0 1
C 0.1188 0.5252 -2.6767
C 1.9353 0.6163 1.0375
C -0.3328 0.8342 2.0942
C 0.5315 -1.4136 1.2052
C 0.2719 -0.3221 -1.4310
C 0.4461 0.1375 0.9954
N -2.4982 -0.6229 -0.6152
N -1.9880 0.4457 -0.0629
N -0.0385 0.5518 -0.3057
H 0.5497 0.1767 -3.5926
H -0.8856 0.9322 -2.8166
H 0.8304 1.3420 -2.5099
H 2.6122 0.2302 0.2508
H 2.0397 1.6627 0.9848
H 2.3327 0.2683 2.0876
H -1.1821 0.1882 2.3673
H -0.5633 1.7243 1.6199
H 0.3032 0.7898 2.9398
H 0.3770 -1.6085 2.2848
H -0.1954 -1.8873 0.5464
H 1.4719 -1.7418 0.7521
H -0.3865 -1.2058 -1.3971
H 1.2464 -0.6902 -1.2506
H -2.1624 -1.4692 -0.2355
H -2.6054 -0.6898 -1.6379
H -2.2285 1.2260 -0.6342
*
```

The energy above the lowest of the compared OMol25 structures with the same formula, charge and spin is 405.5 kJ/mol. For the highest occupied orbital energy, the calculation gives -7.65 eV. The value obtained for the LUMO energy is 0.0328 Eh. The gap between HOMO and LUMO comes out at 8.545 eV.

---

no.,strongest force on any atom (hartree/bohr)
1,0.01450
2,0.07191
3,0.06789
4,0.06446